1.
Density functional theory data (ωB97M-V/def2-TZVPD) for a cluster of 11 separate species, H22O11 in total at a distorted geometry.

The lowest unoccupied orbital energy is 0.2098 eV. The total energy is -840.86467 hartree. For the HOMO-LUMO gap, the calculation gives 11.099 eV. For the highest occupied orbital energy, the calculation gives -10.9 eV. The calculation puts the energy above the lowest of the compared OMol25 structures with the same formula, charge and spin at 0.421 eV.

```
! wB97M-V def2-TZVPD RIJCOSX def2/J DEFGRID3
* xyz 0 1
O 0.983 2.970 1.824
H 1.153 2.173 2.299
H 1.631 3.618 2.199
O -2.150 3.261 1.272
H -1.875 3.976 0.711
H -1.424 3.270 1.932
O -0.969 0.554 -0.583
H -1.839 1.009 -0.709
H -0.857 0.003 -1.419
O -1.738 -3.051 0.713
H -1.904 -2.175 0.410
H -1.609 -2.858 1.630
O -2.534 -0.438 1.872
H -2.559 0.455 1.446
H -1.931 -0.318 2.626
O -0.502 -0.966 -2.912
H 0.420 -0.570 -2.823
H -0.469 -1.196 -3.833
O 2.171 -0.091 -2.153
H 2.203 -0.623 -1.397
H 2.229 0.814 -1.748
O 2.193 -1.875 0.172
H 1.611 -2.621 -0.247
H 2.872 -2.320 0.709
O 0.448 -3.552 -0.876
H -0.231 -3.555 -0.125
H -0.018 -3.016 -1.486
O 1.154 2.318 -1.462
H 1.426 3.093 -0.986
H 0.459 1.965 -0.904
O 0.556 0.048 1.648
H -0.133 0.156 1.029
H 1.236 -0.461 1.172
*
```

For reference, the Mulliken charges in units of e are: O -0.585; H 0.300; H 0.274; O -0.613; H 0.293; H 0.320; O -0.474; H 0.283; H 0.296; O -0.700; H 0.339; H 0.323; O -0.641; H 0.254; H 0.320; O -0.744; H 0.382; H 0.297; O -0.729; H 0.388; H 0.365; O -0.769; H 0.441; H 0.257; O -0.757; H 0.491; H 0.308; O -0.649; H 0.319; H 0.358; O -0.636; H 0.324; H 0.366

=====

2.
Density functional theory data (ωB97M-V/def2-TZVPD) for a cluster of 4 separate species, C2H12NO4 in total.

The lowest unoccupied orbital energy (spin up / spin down) is 0.4220 / -3.5625 eV. The total energy is -439.00547 hartree. For the HOMO-LUMO gap (spin up / spin down), the calculation gives 11.098 / 7.045 eV. For the highest occupied orbital energy (spin up / spin down), the calculation gives -10.7 / -10.6 eV. The calculation puts the energy above the lowest of the compared OMol25 structures with the same formula, charge and spin at 0.147 eV.

```
! wB97M-V def2-TZVPD RIJCOSX def2/J DEFGRID3
* xyz 0 2
C 0.519 -1.879 -0.855
O 0.159 -1.922 -2.221
C -0.638 -1.592 0.086
N -1.096 -0.205 0.095
H 0.924 -2.862 -0.638
H 1.317 -1.145 -0.668
H -1.447 -2.289 -0.158
H -0.287 -1.843 1.090
H -1.232 0.134 -0.912
H -2.023 -0.152 0.503
H -0.757 1.430 -2.184
H -0.282 -1.104 -2.463
O -1.299 0.627 -2.316
H 1.423 1.754 0.237
H -0.040 1.310 0.419
O 0.587 2.046 0.639
H 1.275 2.123 3.748
H 1.282 2.698 2.351
O 1.616 2.869 3.246
*
```

For reference, the Mulliken charges in units of e are: C -0.409; O -0.530; C -0.514; N -0.464; H 0.341; H 0.215; H 0.317; H 0.337; H 0.243; H 0.248; H 0.343; H 0.396; O -0.553; H 0.322; H 0.420; O -0.757; H 0.293; H 0.392; O -0.639

=====

3.
Density functional theory data (ωB97M-V/def2-TZVPD) for a cluster of 2 separate species, C6H13NO in total.

The lowest unoccupied orbital energy is 0.9502 eV. The total energy is -366.38446 hartree. For the HOMO-LUMO gap, the calculation gives 9.898 eV. For the highest occupied orbital energy, the calculation gives -8.9 eV. The calculation puts the energy above the lowest of the compared OMol25 structures with the same formula, charge and spin at 1.345 eV.

```
! wB97M-V def2-TZVPD RIJCOSX def2/J DEFGRID3
* xyz 0 1
H 1.786 -0.144 1.517
N 1.120 0.018 2.262
C 0.180 -0.810 2.332
O -0.761 -0.703 3.261
H -0.002 -1.680 1.693
H -0.569 0.078 3.804
C 0.379 -1.682 -1.782
C -0.531 -0.726 -1.080
C -0.321 0.554 -0.796
C -1.358 1.368 -0.079
C 0.918 1.330 -1.131
H 1.337 -1.239 -2.036
H -0.092 -2.032 -2.701
H 0.558 -2.556 -1.154
H -1.477 -1.165 -0.785
H -1.662 2.217 -0.693
H -2.238 0.775 0.154
H -0.946 1.762 0.850
H 0.671 2.137 -1.822
H 1.687 0.715 -1.586
H 1.322 1.784 -0.227
*
```

For reference, the Mulliken charges in units of e are: H 0.250; N -0.710; C 0.248; O -0.505; H 0.350; H 0.360; C -1.211; C -0.268; C 0.998; C -1.458; C -1.410; H 0.332; H 0.303; H 0.282; H 0.350; H 0.421; H 0.322; H 0.328; H 0.361; H 0.303; H 0.355

=====

4.
Density functional theory data (ωB97M-V/def2-TZVPD) for a structure of composition C60H46Cl3FGeLuO6P3Se at a distorted geometry.

The lowest unoccupied orbital energy is 0.3959 eV. The total energy is -10983.94894 hartree. For the HOMO-LUMO gap, the calculation gives 8.141 eV. For the highest occupied orbital energy, the calculation gives -7.7 eV. The calculation puts the energy above the lowest of the compared OMol25 structures with the same formula, charge and spin at 0.663 eV.

```
! wB97M-V def2-TZVPD RIJCOSX def2/J DEFGRID3
* xyz 0 1
Lu -0.031 -0.462 0.708
F 0.754 -0.134 -1.189
Ge 1.612 -0.777 -2.681
C 0.637 -2.441 -3.270
C 1.105 -2.958 -4.479
C 0.584 -4.119 -5.016
C -0.430 -4.778 -4.340
C -0.909 -4.264 -3.152
C -0.385 -3.101 -2.587
P -1.091 -2.579 -0.943
C -0.885 -4.180 -0.077
C 0.250 -4.954 -0.295
C 0.517 -6.046 0.510
C -0.337 -6.374 1.547
C -1.477 -5.621 1.758
C -1.751 -4.527 0.957
C -2.856 -2.592 -1.451
C -3.725 -3.667 -1.317
C -5.050 -3.543 -1.694
C -5.516 -2.354 -2.227
C -4.658 -1.276 -2.364
C -3.337 -1.395 -1.975
C 3.533 -0.967 -2.104
C 4.431 -1.345 -3.103
C 5.788 -1.427 -2.859
C 6.273 -1.127 -1.595
C 5.390 -0.776 -0.594
C 4.016 -0.698 -0.824
P 2.954 -0.299 0.639
C 3.789 -1.490 1.763
C 4.164 -1.209 3.070
C 4.579 -2.225 3.914
C 4.638 -3.533 3.465
C 4.314 -3.814 2.148
C 3.890 -2.805 1.306
C 3.644 1.349 1.039
C 4.248 2.165 0.088
C 4.550 3.481 0.387
C 4.235 4.005 1.630
C 3.591 3.213 2.568
C 3.283 1.901 2.268
C 1.395 0.791 -3.939
C 2.100 0.688 -5.139
C 2.022 1.665 -6.111
C 1.225 2.776 -5.895
C 0.531 2.899 -4.708
C 0.602 1.919 -3.718
P -0.426 2.162 -2.184
C -1.994 2.351 -3.123
C -2.308 1.255 -3.930
C -3.506 1.198 -4.615
C -4.422 2.230 -4.494
C -4.120 3.319 -3.697
C -2.916 3.382 -3.013
C 0.174 3.836 -1.733
C 1.520 4.143 -1.929
C 2.057 5.314 -1.429
C 1.272 6.180 -0.686
C -0.055 5.865 -0.449
C -0.600 4.703 -0.965
H 1.891 -2.434 -5.008
H 0.972 -4.508 -5.945
H -0.848 -5.689 -4.743
H -1.706 -4.779 -2.638
H 0.947 -4.682 -1.075
H 1.411 -6.628 0.346
H -0.105 -7.197 2.207
H -2.142 -5.861 2.573
H -2.614 -3.908 1.161
H -3.377 -4.594 -0.888
H -5.720 -4.382 -1.570
H -6.551 -2.261 -2.515
H -5.017 -0.334 -2.754
H -2.674 -0.543 -2.036
H 4.062 -1.582 -4.092
H 6.467 -1.714 -3.648
H 7.332 -1.169 -1.392
H 5.764 -0.554 0.396
H 4.118 -0.199 3.448
H 4.834 -1.993 4.938
H 4.928 -4.328 4.137
H 4.365 -4.829 1.781
H 3.608 -3.047 0.290
H 4.474 1.773 -0.895
H 5.026 4.100 -0.359
H 4.465 5.034 1.859
H 3.308 3.629 3.523
H 2.722 1.295 2.968
H 2.727 -0.175 -5.311
H 2.577 1.559 -7.032
H 1.148 3.545 -6.649
H -0.087 3.771 -4.540
H -1.594 0.445 -4.034
H -3.728 0.346 -5.243
H -5.365 2.188 -5.022
H -4.823 4.134 -3.605
H -2.698 4.252 -2.415
H 2.150 3.450 -2.469
H 3.093 5.552 -1.618
H 1.696 7.085 -0.276
H -0.661 6.520 0.159
H -1.622 4.450 -0.728
Cl -3.440 5.189 3.138
C -2.943 3.858 2.158
C -1.587 3.638 1.971
C -1.197 2.538 1.236
Cl 0.479 2.099 1.100
C -2.101 1.617 0.658
O -1.689 0.568 0.026
C -3.468 1.925 0.854
Cl -4.621 0.831 0.189
C -3.889 3.003 1.607
H -0.849 4.292 2.404
H -4.942 3.158 1.778
O -1.191 0.418 3.008
H -1.756 -0.322 3.274
H -0.408 0.360 3.580
O 1.181 -0.912 2.733
Se 0.688 -2.372 2.171
O 1.093 -3.604 3.038
O 1.193 -2.339 0.600
O -0.915 -2.104 2.020
*
```

Mulliken atomic charge list, values in e, 99 entries: Lu 1.597; F 1.613; Ge 1.178; C 0.123; C -0.509; C -0.825; C -0.957; C -0.131; C 0.126; P 1.667; C 0.394; C -0.963; C -0.578; C -0.863; C -0.927; C -0.336; C 0.071; C -0.005; C -1.018; C -0.943; C -0.643; C -0.149; C -0.166; C -0.249; C -0.862; C -1.057; C 0.528; C -1.010; P 2.780; C 0.136; C -0.475; C -0.683; C -0.807; C -0.489; C -0.032; C 0.308; C -0.855; C -0.802; C -0.600; C -1.108; C -0.385; C -0.565; C -0.661; C -0.924; C -0.976; C -0.088; C 0.047; P 2.873; C 0.298; C -0.356; C -0.489; C -0.726; C -0.718; C -0.681; C 0.489; C -0.627; C -0.845; C -0.823; C -1.077; C -0.229; H 0.278; H 0.443; H 0.441; H 0.399; H 0.167; H 0.467; H 0.395; H 0.426; H 0.600; H 0.487; H 0.460; H 0.399; H 0.578; H 0.006; H 0.269; H 0.431; H 0.433; H 0.507; H 0.287; H 0.442; H 0.381; H 0.412; H 0.100; H 0.286; H 0.464; H 0.402; H 0.487; H 0.307; H 0.219; H 0.443; H 0.440; H 0.465; H 0.025; H 0.443; H 0.389; H 0.469; H 0.391; H 0.297; H 0.396

=====

5.
Density functional theory data (ωB97M-V/def2-TZVPD) for a cluster of 2 separate species, C4H12 in total at a distorted geometry.

The lowest unoccupied orbital energy is 1.1122 eV. The total energy is -159.55162 hartree. For the HOMO-LUMO gap, the calculation gives 12.123 eV. For the highest occupied orbital energy, the calculation gives -11.0 eV. The calculation puts the energy above the lowest of the compared OMol25 structures with the same formula, charge and spin at 0.908 eV.

```
! wB97M-V def2-TZVPD RIJCOSX def2/J DEFGRID3
* xyz 0 1
C 1.601 -0.768 0.668
C 1.670 -0.954 2.112
H 1.473 -1.738 0.147
H 0.918 0.037 0.348
H 2.577 -0.359 0.163
H 0.892 -0.289 2.610
H 2.647 -0.764 2.556
H 1.449 -2.070 2.309
C -2.319 0.782 -1.706
C -0.994 0.968 -1.067
H -3.041 1.637 -1.551
H -2.125 0.476 -2.708
H -2.811 -0.098 -1.192
H -0.382 1.696 -1.516
H -0.411 0.019 -1.156
H -0.931 1.278 -0.047
*
```

For reference, the Mulliken charges in units of e are: C -0.271; C -0.809; H 0.343; H -0.252; H 0.261; H 0.276; H 0.246; H 0.200; C -0.913; C -0.815; H 0.280; H 0.293; H 0.251; H 0.367; H 0.179; H 0.364

=====

- Which formula does entry 1 have?
  H22O11